No. 1
Entry from the Open Molecules 2025 dataset: C24H32BrF6N4O4PSiW as an isolated structure in a non-equilibrium geometry (ωB97M-V/def2-TZVPD).

## Properties
* energy relative to the best compared isomer or geometry (same formula, charge and spin): 0.0 kcal per mole
* multiplicity: 4
* orbital gap (alpha / beta): 5.54 / 5.53 eV
* <S²>: 3.79
* total charge: +3

Each line ends with the Mulliken charge.
Positions of all 74 atoms, in Å:
W 0.2620 0.1965 0.3268  5.1948
C -1.2007 3.5845 -2.5648  -0.9137
Si -1.1984 2.8189 -0.9331  -0.4319
C 2.0712 4.1516 -0.3943  -0.9474
C -1.5949 3.7857 0.5277  -0.9361
N -1.5776 1.1438 -0.7533  0.0465
C -2.8572 0.7564 -0.9304  0.5686
C -3.8417 1.7025 -1.3611  -0.7561
C -5.1108 1.3330 -1.6443  -1.2973
C -5.5092 -0.0318 -1.4917  -0.7500
C -4.6270 -0.9791 -1.0448  -1.0664
C -3.3154 -0.6155 -0.7385  0.9779
O -2.4382 -1.4474 -0.2261  0.3172
C -2.6565 -2.8528 -0.3440  -0.4785
C -2.5404 -3.4458 -1.5793  0.2433
C -2.7336 -4.8197 -1.6631  -1.0554
C -3.0561 -5.5528 -0.5255  -0.5477
C -3.1844 -4.9184 0.7025  -0.9435
C -2.9792 -3.5442 0.8014  0.3135
H -0.6934 4.5540 -2.5420  0.4620
H -2.2472 3.7606 -2.8382  0.5215
H -0.7424 2.9670 -3.3366  0.3675
H 2.9402 4.5983 -0.8788  0.4910
H 1.3311 3.9414 -1.1763  0.0482
H 1.6568 4.8764 0.3083  0.3202
H -0.8081 4.4780 0.8372  0.3853
H -1.8560 3.1280 1.3520  0.3210
H -2.4704 4.3970 0.2618  0.5521
H -3.5652 2.7503 -1.4660  0.4576
H -5.8300 2.0670 -1.9849  0.4857
H -6.5316 -0.3152 -1.7104  0.4620
H -4.9478 -2.0021 -0.9051  0.6187
H -2.2875 -2.8568 -2.4545  0.5377
H -2.6316 -5.3154 -2.6196  0.4724
H -3.2191 -6.6202 -0.5995  0.4789
H -3.4717 -5.4805 1.5819  0.4845
H -3.1204 -3.0246 1.7452  0.5615
N 2.3926 -0.3359 0.6727  -0.9191
C 2.7818 -0.7743 2.0631  -0.6963
C 2.3233 -2.2073 2.2590  -0.6384
C 0.8202 -2.3493 2.3882  -0.7488
N 0.1093 -1.9398 1.1342  -0.6378
H 2.6652 -1.1046 0.0527  0.1900
H 3.0035 0.4315 0.4143  0.3901
H 2.3339 -0.1030 2.7878  0.2972
H 3.8631 -0.7063 2.1597  0.5497
H 2.7860 -2.6036 3.1631  0.4318
H 2.6891 -2.8241 1.4290  0.2997
H 0.4468 -1.7364 3.1988  0.3771
H 0.5606 -3.3850 2.6021  0.5375
H -0.8831 -1.9963 1.3522  0.1486
H 0.2741 -2.6352 0.4083  0.2625
F 0.2228 -0.9889 -1.1907  -0.6682
P 1.8718 -2.1290 -2.6907  1.1343
F 0.6912 -3.1339 -2.8115  -0.2696
F 2.1979 -2.7577 -1.2647  -0.2624
F 2.9279 -2.8031 -3.5561  -0.1832
F 1.1354 -1.1791 -3.6866  -0.2699
F 2.7093 -0.8604 -2.2140  -0.3242
O 1.4556 1.6558 -2.4319  -0.0147
C 1.0002 1.4360 -1.4376  -0.5275
O -1.0152 0.6444 1.6217  -0.5454
O 0.2374 0.2784 2.2214  -0.6383
Br 5.2928 3.2234 0.7246  0.0867
C 3.5624 3.2389 1.3360  -0.7065
C 3.2130 3.6774 2.5807  -0.2470
C 1.8754 3.5476 2.9642  -1.4082
C 1.0091 2.7364 2.1915  -0.1608
N 1.3204 2.2569 1.0196  0.2903
C 2.4895 2.8666 0.3598  -0.1896
H 3.9507 4.0770 3.2658  0.5916
H 1.5250 3.9423 3.9085  0.5406
H 0.0720 2.4257 2.6315  0.6134
H 2.9001 2.1789 -0.3827  0.7491

Forces on atoms 1 to 2 (eV/Å):
W 0.80 -0.07 -0.34
C 0.82 0.26 -0.53

No. 2
Entry from the Open Molecules 2025 dataset: a 2-piece molecular cluster, C4H7NO2 overall in a non-equilibrium geometry (ωB97M-V/def2-TZVPD).

## Properties
* SMILES string: C=C=O.NCC=O
* energy relative to the best compared isomer or geometry (same formula, charge and spin): 55.7 kcal per mole
* orbital gap: 9.82 eV

Each line ends with the natural charge from an NBO analysis.
Positions of all 14 atoms, in Å:
N -1.0699 0.7167 0.2581  -0.8442
C 1.4842 1.1111 0.9192  0.7455
O 1.1977 1.4195 2.0099  -0.4899
C 1.9277 0.7486 -0.2684  -0.7954
C -0.2247 -1.5637 -0.1782  0.4400
C -1.3263 -0.5425 -0.4338  -0.3370
O 0.1185 -2.3571 -1.0192  -0.5198
H -1.3932 0.7062 1.2199  0.3705
H -1.5345 1.4885 -0.2042  0.3756
H 2.9864 0.5630 -0.3936  0.2616
H 1.2429 0.6260 -1.0948  0.2601
H 0.2419 -1.5294 0.8387  0.1154
H -1.3758 -0.3722 -1.5170  0.2175
H -2.2749 -1.0147 -0.1368  0.2000

Forces on atoms 1 to 2 (eV/Å):
N -0.18 0.07 0.06
C 0.03 0.14 0.56

No. 3
Entry from the Open Molecules 2025 dataset: ClFZn as an isolated structure in a non-equilibrium geometry (ωB97M-V/def2-TZVPD).

## Properties
* orbital gap: 8.91 eV

Each line ends with the natural charge from an NBO analysis.
Positions of all 3 atoms, in Å:
Zn -0.5166 0.2383 0.4531  1.5932
F -0.4747 -1.1262 -0.2892  -0.8629
Cl 0.9914 0.8879 -0.1639  -0.7304

Forces on atoms 1 to 2 (eV/Å):
Zn -9.96 3.15 7.97
F -2.03 -10.44 -4.18

No. 4
Entry from the Open Molecules 2025 dataset: a 6-piece molecular cluster, C34H79BrN6O2 overall in a non-equilibrium geometry (ωB97M-V/def2-TZVPD).

## Properties
* energy relative to the best compared isomer or geometry (same formula, charge and spin): 0.0 kcal per mole
* orbital gap: 8.13 eV
* total charge: +4

Each line ends with the Mulliken charge.
Positions of all 122 atoms, in Å:
C 6.0457 -6.7073 2.0363  -1.0697
C 6.1344 -6.0886 0.6446  -0.5568
N 5.0275 -6.4943 -0.2360  0.3113
C 4.9337 -7.7008 -0.8940  -0.3687
C 3.7577 -7.6961 -1.5493  -0.5639
N 3.1328 -6.5021 -1.2395  0.1495
C 3.9241 -5.7968 -0.4579  -0.3254
C 1.8894 -6.0525 -1.8556  -0.7287
H 6.6672 -6.1390 2.7249  0.3693
H 6.3664 -7.7468 2.0663  0.3489
H 5.0157 -6.6824 2.3995  0.3219
H 7.0673 -6.3821 0.1632  0.4367
H 6.1306 -5.0005 0.6798  0.2182
H 5.6738 -8.4691 -0.7524  0.4954
H 3.3027 -8.3796 -2.2440  0.5067
H 3.7532 -4.7738 -0.1681  0.5759
H 1.0931 -6.7419 -1.5831  0.4182
H 1.9887 -5.8976 -2.9230  0.3552
H 1.5723 -5.1211 -1.3807  0.1134
C -2.3619 4.2238 2.3387  -1.0029
C -1.5673 5.2175 3.1892  -0.5303
C -0.8124 4.6729 4.4054  0.0132
C -0.1729 5.8552 5.1302  -1.1017
N 0.4611 5.5456 6.4522  0.1389
C 1.3128 6.6996 6.9224  -0.5431
C 2.3543 6.1240 7.8602  -0.6706
C 2.4818 4.6340 7.4705  -0.6911
C 1.4504 4.3893 6.3681  -0.5691
C -0.5777 5.2781 7.4909  -0.8856
H -1.7358 3.5625 1.7359  -0.0521
H -3.0009 4.7750 1.6479  0.4163
H -3.0416 3.6158 2.9405  0.3696
H -2.2298 6.0272 3.5015  0.4214
H -0.8146 5.6732 2.5347  0.3150
H -0.0572 3.9563 4.0618  0.1909
H -1.4593 4.1111 5.0855  0.3420
H -0.9570 6.5752 5.3651  0.3544
H 0.5782 6.3172 4.4921  0.3387
H 0.6831 7.4770 7.3507  0.4615
H 1.7649 7.1082 6.0184  0.4198
H 2.0338 6.1252 8.9014  0.3235
H 3.2622 6.7157 7.7977  0.3826
H 2.2575 3.9830 8.3118  0.3413
H 3.4767 4.3611 7.1248  0.3647
H 0.8592 3.4930 6.5342  0.3670
H 1.8673 4.4284 5.3653  0.3840
H -0.0711 5.1843 8.4480  0.4281
H -1.1158 4.3586 7.2831  0.3536
H -1.2614 6.1219 7.5022  0.3541
C -3.8282 -1.1134 -1.7938  -0.8940
C -4.8992 -1.2934 -2.9007  -1.1016
C -6.0755 -0.3378 -2.9252  -0.5096
C -5.8089 0.9578 -3.6772  -0.9076
N -6.8506 2.0319 -3.3904  0.2897
C -6.8374 2.4897 -1.9553  -0.5752
C -7.1953 3.9551 -2.0201  -0.7887
C -6.4721 4.4427 -3.2691  -0.5189
C -6.5419 3.2590 -4.2248  -0.5337
C -8.2247 1.5691 -3.7499  -1.1432
H -4.3199 -1.1109 -0.8240  0.3590
H -3.2169 -0.2268 -1.9961  0.2365
H -3.1387 -1.9490 -1.9425  0.3180
H -5.3086 -2.2928 -2.7282  0.4315
H -4.4180 -1.3898 -3.8757  0.3857
H -6.4773 -0.1173 -1.9336  0.3964
H -6.8821 -0.8193 -3.4832  0.4479
H -5.9263 0.8166 -4.7535  0.5136
H -4.8532 1.4584 -3.5215  0.4396
H -7.5510 1.8864 -1.4039  0.3703
H -5.8212 2.3946 -1.5779  0.3926
H -8.2589 4.1864 -1.9390  0.3590
H -6.8179 4.4733 -1.1306  0.4032
H -6.8788 5.3600 -3.6821  0.3493
H -5.4207 4.6147 -3.0299  0.3126
H -7.3044 3.3853 -4.9892  0.3497
H -5.6063 3.1054 -4.7577  0.3280
H -8.2410 1.2975 -4.8024  0.3721
H -8.9129 2.3939 -3.5857  0.4985
H -8.4873 0.7139 -3.1357  0.3902
C 0.4219 1.2039 1.4989  -1.1589
N 0.4873 0.0183 0.5964  0.4418
C -0.8710 -0.2921 0.0388  -1.0048
C 1.3805 0.3942 -0.5600  -1.0119
C 1.1037 -1.1007 1.3763  -0.5201
C 0.9351 -2.5300 0.8779  -0.8552
O 1.4521 -2.7771 -0.4183  -0.1731
H 1.4427 1.4744 1.7500  0.4095
H -0.1816 0.9838 2.3758  0.4833
H -0.0639 1.9985 0.9366  0.3245
H -0.8232 -1.1552 -0.6163  0.2020
H -1.1981 0.6071 -0.4744  0.4748
H -1.5451 -0.4239 0.8862  0.4421
H 2.3807 0.5404 -0.1622  0.4456
H 1.0019 1.3184 -0.9836  0.3910
H 1.3555 -0.4344 -1.2621  0.3684
H 0.6765 -1.0677 2.3817  0.3986
H 2.1667 -0.8830 1.4665  0.3805
H -0.0864 -2.9069 0.9623  0.4264
H 1.5603 -3.1261 1.5469  0.4212
H 0.7391 -2.7737 -1.1018  -0.2366
C 4.7470 -2.2047 -5.3092  -0.8691
N 3.9691 -3.1743 -4.4981  0.0243
C 2.7855 -3.5990 -5.2939  -0.7626
C 4.7835 -4.3985 -4.2302  -0.6971
C 3.4343 -2.5661 -3.2161  -0.3189
C 4.4848 -2.0269 -2.2754  -0.5744
O 5.0648 -3.0891 -1.5130  -0.3167
H 4.8394 -2.6107 -6.3122  0.4056
H 5.7388 -2.0861 -4.8859  0.4113
H 4.1909 -1.2715 -5.3202  0.3388
H 2.2738 -2.7197 -5.6841  0.4141
H 2.1418 -4.2494 -4.7186  0.2571
H 3.1614 -4.0560 -6.2117  0.3946
H 5.6742 -4.1316 -3.6701  0.3566
H 5.1115 -4.7983 -5.1876  0.4621
H 4.1716 -5.1006 -3.6751  0.1769
H 2.7767 -3.2869 -2.7353  0.0054
H 2.8085 -1.7587 -3.5985  0.4001
H 4.0413 -1.2543 -1.6447  0.2078
H 5.2602 -1.5324 -2.8716  0.4559
H 5.8840 -2.7444 -1.1402  0.2520
Br -0.1854 -2.7879 -3.1863  -0.6858

Forces on atoms 1 to 2 (eV/Å):
C -0.37 0.07 -0.01
C 0.32 -0.15 0.15